{
  "formula": "H16O8",
  "method": "wB97M-V/def2-TZVPD",
  "relative_energy_kj_mol": 346.02,
  "molar_mass_g_mol": 144.12,
  "total_charge": 0,
  "homo_energy_ev": -11.3,
  "orbital_gap_ev": 10.6,
  "symbols": ["O", "H", "H", "H", "H", "O", "H", "H", "H", "H", "H", "H", "O", "H", "O", "H", "H", "O", "O", "O", "H", "H", "H", "O"],
  "coordinates": [[5.4088, 0.8350, 1.3245], [-1.8921, -1.3222, 1.3655], [0.3678, -3.9238, -0.5074], [-3.2760, -1.7215, -1.1415], [4.4965, 1.1452, 1.3454], [-1.1921, 4.1065, -1.4338], [-1.0193, -3.5847, -1.0281], [-2.2389, -0.6850, -0.7412], [-1.6621, 1.3742, -0.3059], [-0.5354, -0.0154, 0.2927], [2.9461, -0.4653, -2.3040], [3.4103, -1.4350, -1.2296], [0.0005, 0.1744, 1.0711], [-1.9535, 3.6700, -1.0354], [-3.1906, -0.8182, -0.8164], [0.0075, 1.1369, 1.1219], [-3.0521, -1.1723, 2.3361], [-2.0788, 1.8674, 0.4097], [-2.1048, -1.3476, 2.3053], [-0.2776, -4.1825, -1.1749], [-1.4516, 1.7985, 1.1383], [-0.9131, 4.7452, -0.7681], [5.3536, -0.0269, 0.8965], [3.6111, -0.5747, -1.6149]],
  "atomic_forces_ev_per_a": [[-0.13, -0.09, 0.05], [-0.15, 0.05, 0.36], [-0.02, -0.11, -0.01], [-0.12, 0.02, -0.08], [0.11, -0.02, -0.05], [0.03, 0.08, 0.03], [0.05, -0.18, -0.01], [-0.22, -0.03, -0.19], [-0.23, 0.43, -0.09], [0.38, 0.02, 0.18], [0.11, 0.06, 0.02], [0.05, 0.06, -0.04], [0.34, -0.13, -0.16], [0.04, -0.04, 0.10], [0.25, -0.15, 0.11], [0.60, -0.28, -0.05], [0.04, -0.02, -0.05], [-0.12, 0.15, -0.13], [-0.16, -0.14, -0.04], [-0.01, 0.27, 0.06], [-0.67, 0.11, 0.08], [-0.02, -0.05, -0.11], [0.03, 0.13, -0.04], [-0.15, -0.14, 0.05]]
}

***

{
  "formula": "C3H12OSi2",
  "method": "wB97M-V/def2-TZVPD",
  "relative_energy_kj_mol": 461.34,
  "molar_mass_g_mol": 120.30,
  "total_charge": 0,
  "homo_energy_ev": [-7.1, -6.9],
  "orbital_gap_ev": [6.9, 6.6],
  "symbols": ["H", "H", "H", "H", "H", "H", "H", "H", "H", "H", "H", "C", "H", "C", "O", "Si", "C", "Si"],
  "coordinates": [[2.3029, 3.2392, -1.1112], [1.8988, -2.1057, 2.1266], [-1.9305, 1.7417, -0.7227], [2.9678, 1.3668, -2.4217], [1.2674, -3.3892, 0.7467], [-3.5958, 1.6892, 0.1710], [-1.5684, 0.4771, 1.7252], [-3.1129, 0.6333, -1.1649], [-2.4258, -0.7612, 0.9387], [2.8591, 1.1760, 0.0625], [-0.3523, -0.9183, -1.6114], [-2.7098, 1.0984, -0.2532], [2.3423, -1.9249, 0.2072], [-1.8932, 0.1298, 0.6626], [0.4424, -1.4801, 0.9245], [2.2399, 1.8326, -1.1336], [1.5570, -2.3266, 0.9810], [-0.2889, -0.4780, -0.1274]],
  "atomic_forces_ev_per_a": [[-0.05, 1.48, 0.22], [-0.11, -1.34, -2.91], [-0.80, 0.42, 0.60], [-0.54, 0.23, 0.90], [0.44, 1.05, 0.49], [1.66, -0.80, -0.15], [-0.61, 0.19, -1.92], [0.02, -0.57, 0.53], [-0.56, -0.68, -0.14], [0.39, 0.47, -0.28], [-0.20, -0.11, 1.17], [0.40, 0.68, -0.29], [-1.09, -1.06, 1.62], [0.49, 0.54, 1.16], [-1.36, 0.32, -0.44], [-0.81, -3.31, -0.03], [1.79, 1.30, 1.04], [0.94, 1.19, -1.56]]
}

***

{
  "formula": "C17H30B3Br8NO5",
  "method": "wB97M-V/def2-TZVPD",
  "molar_mass_g_mol": 1000.10,
  "total_charge": 0,
  "homo_energy_ev": -9.6,
  "orbital_gap_ev": 9.6,
  "symbols": ["C", "H", "C", "O", "B", "C", "B", "H", "H", "H", "Br", "Br", "H", "C", "H", "C", "Br", "H", "Br", "O", "Br", "C", "H", "H", "H", "H", "C", "C", "H", "H", "N", "H", "O", "C", "H", "H", "C", "H", "C", "C", "H", "C", "H", "H", "C", "C", "H", "H", "B", "Br", "H", "H", "C", "H", "O", "O", "C", "Br", "H", "Br", "H", "H", "H", "H"],
  "coordinates": [[-3.7935, 5.5207, 2.1023], [0.4206, -1.2610, 0.6844], [-3.3436, -3.8387, 2.0511], [3.3535, -0.7660, -0.1858], [4.1262, -0.9332, 0.9294], [-1.2606, -2.4854, 0.0046], [3.2777, -2.0510, -0.7725], [1.1069, 2.6411, -4.4419], [-3.8648, -3.3831, 2.8986], [-5.0867, -0.6836, -3.9802], [-2.7198, -0.6767, -3.2002], [1.5039, 0.9660, -2.6397], [0.2005, -2.4676, -2.1069], [-4.6182, -0.2765, -3.0906], [-0.4156, 1.9826, -3.8133], [-2.8062, 4.3920, 1.9800], [1.0542, 4.8306, 1.8599], [6.7066, -5.9510, 1.2284], [2.1897, 0.5768, -6.2455], [4.5273, -2.5676, -1.1444], [-2.9328, 7.2519, 1.8906], [4.4490, -0.1583, 3.0633], [-2.7334, -1.0431, 0.6569], [2.5767, 2.5555, 2.9026], [3.9347, 3.2383, 3.8155], [1.1880, -0.9872, -1.8166], [-5.1990, -0.8215, -1.8131], [-2.3302, -2.0094, 0.9656], [2.0465, -3.6853, -1.5511], [-0.8720, -3.4680, 0.2849], [5.0504, 0.4557, 3.8213], [-4.6868, 0.8091, -3.1110], [3.5841, -0.5669, 2.1713], [0.5792, 1.7312, -4.1756], [-3.2493, 3.4592, 2.3219], [-0.2155, 1.0972, -6.0608], [6.2118, -5.1058, 0.8104], [-1.9646, -1.9321, 1.9935], [2.7645, 4.7107, 2.7809], [2.9052, 3.3984, 3.5021], [-4.2299, 5.5361, 3.0985], [5.7202, -4.0499, 0.5084], [-4.5843, 5.4697, 1.3612], [-2.3052, -4.0607, 2.3013], [0.7766, -1.9048, -1.3726], [0.4914, 0.7486, -5.3116], [0.2099, -0.2473, -4.9855], [-0.6300, -0.5324, -0.5337], [5.2281, -2.6819, 0.0519], [1.8631, 3.3607, 5.1455], [3.5169, 4.7987, 2.0003], [-1.7463, -2.6291, -0.9635], [1.9378, -2.8211, -0.8965], [-4.5663, -0.6303, -0.9520], [5.3703, -1.5134, 0.8083], [-3.4174, -2.9418, 0.9508], [-0.1445, -1.4642, -0.2279], [-2.3062, 4.0729, 0.1256], [-1.8855, 4.5749, 2.5256], [-5.4664, -2.7430, -1.8991], [1.7295, -3.2468, 0.0959], [-6.1881, -0.4054, -1.6342], [2.8302, 5.5671, 3.4436], [-3.8684, -4.7549, 1.7897]],
  "atomic_forces_ev_per_a": [[0.08, 0.19, 0.15], [0.09, 0.04, 0.00], [-0.46, 0.39, -0.31], [-0.81, -0.85, 0.95], [0.32, 0.85, -0.77], [0.16, 0.39, -0.30], [0.25, 0.52, -1.37], [0.02, -0.03, -0.06], [0.21, -0.12, 0.24], [-0.01, -0.07, 0.03], [0.15, -0.01, -0.11], [0.18, 1.14, -0.50], [-0.10, 0.28, -0.21], [0.12, 0.17, 0.11], [-0.02, -0.05, -0.01], [-0.07, -0.18, -0.12], [-0.01, 0.07, -0.02], [-0.11, -0.17, -0.20], [-0.01, -0.06, 0.05], [-0.62, -0.69, 1.17], [-0.04, -0.03, -0.06], [-1.16, 0.46, -0.51], [0.11, 0.09, -0.02], [-0.02, 0.02, -0.04], [0.01, 0.01, -0.03], [-0.38, -1.30, 0.13], [-0.28, -0.18, 0.01], [-0.36, -0.71, -0.02], [0.16, -0.01, -0.03], [0.04, 0.02, 0.23], [0.62, -0.12, 0.58], [-0.01, 0.00, 0.05], [0.96, 0.06, 0.04], [-0.08, -0.01, 0.22], [-0.03, 0.02, 0.01], [-0.03, 0.03, 0.03], [0.05, 0.27, 0.38], [0.15, 0.28, -0.02], [-0.10, -0.04, -0.20], [0.15, 0.00, 0.27], [0.02, -0.05, 0.01], [0.46, 0.14, -0.04], [0.01, -0.05, -0.02], [0.00, -0.14, 0.12], [0.50, 0.02, 0.93], [0.10, 0.08, -0.20], [-0.02, 0.02, 0.05], [0.05, 0.12, 0.13], [0.68, 0.20, -1.10], [-0.05, -0.03, -0.08], [0.02, -0.04, 0.01], [-0.14, -0.08, 0.02], [-0.09, 0.11, -0.31], [0.03, 0.02, -0.02], [-0.61, -0.81, 0.99], [0.26, 0.00, 0.23], [-0.42, -0.28, -0.40], [0.06, 0.02, 0.03], [-0.01, 0.04, 0.01], [0.05, 0.02, -0.04], [-0.11, 0.05, 0.02], [0.02, 0.07, -0.05], [0.00, -0.03, 0.05], [0.05, -0.05, -0.09]]
}